1.
83
Properties=species:S:1:pos:R:3:mulliken_spin:R:1 method="wB97M-V/def2-TZVPD" total_charge=0 s2=0.8772 orbital_gap_ev="5.2877 / 5.5624" largest_force_ev_per_a=3.526 homo_energy_ev="-7.003 / -7.057" de_lowest_kcal_mol=67.6 spin_multiplicity=2
Ru 0.0310 -0.1705 0.4843 1.20
Se 2.8691 -1.1925 1.8744 0.00
S 1.0509 0.5922 3.8816 0.00
S -2.0571 -0.3210 -1.3526 -0.18
S -0.4818 2.1951 0.6493 -0.03
O 1.0888 -0.8680 4.0048 0.00
O -0.0417 1.2205 4.5820 0.00
O 1.1697 1.0080 2.4533 0.02
N -2.9271 2.5011 -0.6286 0.00
N 0.7531 -0.8868 -1.5953 -0.02
N -3.6855 -1.7710 0.2359 0.00
N 0.2425 -2.1609 0.6223 -0.04
N -3.9266 0.3862 0.5360 -0.02
N -1.2677 3.6316 -1.5026 0.00
N -0.3322 -2.8254 1.5563 0.01
N 2.4643 -0.3248 0.4127 0.03
N 4.4441 -0.4804 2.0002 0.00
N -1.2766 -0.7513 2.0834 0.01
C 2.5378 -4.5799 -0.9087 0.00
C 4.5884 0.4124 1.0077 0.00
C -4.6082 -1.6021 1.2364 -0.01
C -2.4894 -1.8764 4.3132 0.00
C 0.2446 -1.1112 -3.9834 0.00
C 0.0576 1.6524 -4.1444 0.00
C 5.7390 1.1936 0.7693 0.00
C 2.2721 -2.6572 -2.3511 0.00
C -1.6181 2.7714 -0.5150 0.01
C -0.0030 4.3208 -1.6126 0.00
C -3.3893 3.1599 -1.7421 0.00
C 3.4728 0.5021 0.1084 0.00
C -3.2079 -3.0214 -0.3093 0.00
C 3.5396 1.3445 -1.0202 0.00
C 2.5641 1.1894 4.6531 0.00
C -2.3744 3.8676 -2.2847 0.00
C -0.1467 0.8802 -5.2791 0.01
C 1.0892 -2.7920 -0.2362 0.01
C 2.8436 -3.8804 -2.0851 0.00
C 1.6796 -4.0392 0.0158 0.00
C -0.0717 -0.5026 -5.1826 0.00
C 0.4915 -0.3390 -2.8328 -0.01
C -2.0161 -0.0105 2.9038 0.01
C -3.2634 -0.5411 -0.1608 0.03
C -2.6466 -0.5275 4.0182 0.00
C -4.7532 -0.2664 1.4124 0.00
C 0.3544 1.0543 -2.9357 0.02
C 4.6667 2.0938 -1.2116 0.00
C -1.0992 -2.0738 2.3746 0.02
C 1.3543 -2.0870 -1.4467 -0.01
C 5.7622 2.0204 -0.3184 0.00
C -1.7269 -2.6595 3.4791 0.00
B -3.8979 1.9503 0.4602 0.00
H -2.1196 -3.0240 -0.3303 0.00
H -2.9417 -2.2977 5.2011 0.00
H -0.0347 5.2572 -1.0530 0.00
H -3.5629 -3.8403 0.3119 0.00
H 0.7869 3.7021 -1.1928 0.00
H 6.6390 2.6241 -0.5115 0.00
H -2.1302 1.0325 2.6431 0.00
H -3.2139 0.1256 4.6631 0.00
H 0.2053 4.5392 -2.6585 0.00
H -5.0631 -2.4367 1.7372 0.00
H 4.7397 2.7439 -2.0733 0.00
H -0.3870 1.3492 -6.2234 0.00
H 2.8964 2.0675 4.1082 0.00
H 2.7216 1.3537 -1.7274 0.00
H -3.5482 2.3703 1.5273 0.00
H 3.3070 0.3996 4.6024 0.00
H 2.5452 -2.1101 -3.2415 0.00
H 3.5537 -4.2959 -2.7875 0.00
H -5.0021 2.3095 0.1581 0.00
H -5.3805 0.2757 2.0957 0.00
H 1.4547 -4.5407 0.9466 0.00
H -3.5679 -3.1532 -1.3299 0.00
H -0.0233 2.7301 -4.2126 0.00
H 0.2510 -2.1892 -3.9045 0.00
H 6.5893 1.1012 1.4305 0.00
H 0.5004 1.6321 -2.0310 0.00
H 2.9976 -5.5393 -0.7162 0.00
H -0.2762 -1.1132 -6.0524 0.00
H -1.5598 -3.7117 3.6548 0.00
H -2.3373 4.5033 -3.1498 0.00
H -4.4131 3.0725 -2.0529 0.00
H 2.3109 1.4347 5.6794 0.00

2.
71
Properties=species:S:1:pos:R:3:lowdin_charge:R:1 method="wB97M-V/def2-TZVPD" total_charge=+1 orbital_gap_ev=6.8445 largest_force_ev_per_a=0.369 homo_energy_ev=-9.227
Cl -3.7089 4.9373 -6.1182 0.68
Mg -0.1531 -0.2257 0.8369 0.78
O 0.0020 -2.1745 1.2089 -0.16
N -1.9491 0.8492 0.6222 0.08
N 2.0342 -0.1336 1.5452 0.10
N 0.5294 1.3189 -0.0816 -0.02
N -1.5894 -1.6237 -1.2946 0.11
C -2.5261 2.0756 -3.6068 -0.05
C 1.8248 1.6786 -0.0453 -0.28
C 2.6772 0.7434 0.7391 -0.17
C -3.2987 2.8371 -4.4701 -0.10
C -2.7710 -1.1530 -1.7022 -0.14
C -3.1353 0.6204 1.2074 -0.32
C -1.7276 -3.2568 -3.0368 0.00
C 0.2262 -3.2288 -1.4527 -0.12
C 2.7576 -0.8607 2.4191 -0.31
C -0.6594 -3.4312 0.9241 -0.18
C -1.0764 -2.6724 -1.9573 -0.27
C -0.4097 2.1214 -0.8416 -0.40
C 2.0232 -1.7266 3.4104 -0.03
C -2.9503 -2.7554 -3.4469 -0.04
C -0.6852 3.5665 -3.9047 -0.03
C -3.4891 -1.6803 -2.7605 -0.04
C -4.2316 1.4258 0.9585 -0.01
C -1.2152 2.4284 -3.2995 -0.22
C -2.8668 2.7180 -0.5219 0.00
C -4.0919 2.4850 0.0760 -0.01
C -1.4426 4.3430 -4.7685 -0.09
C -0.0124 3.5800 -0.7911 -0.03
C -2.7499 3.9738 -5.0399 -0.67
C 2.2897 2.8879 -0.4670 -0.04
C -1.7938 1.8890 -0.2257 -0.16
C 4.1400 -0.8165 2.4434 -0.02
C 1.2877 3.8922 -0.7244 -0.08
C 4.8025 0.0136 1.5531 -0.03
C -3.2274 -0.5803 2.1036 -0.01
C 0.0403 -4.1309 -0.2229 -0.15
C -0.3949 1.6233 -2.3306 -0.05
C 4.0646 0.8149 0.7082 0.00
H -4.9321 3.1326 -0.1376 0.12
H 1.5936 4.9301 -0.7736 0.11
H 2.0256 -2.7821 3.1179 0.09
H 0.9921 -1.4020 3.5408 0.08
H -1.0241 5.2244 -5.2341 0.11
H 4.5497 1.5001 0.0300 0.12
H -3.1601 -0.2999 -1.1601 0.09
H 5.8836 0.0533 1.5407 0.12
H 0.6594 1.6690 -2.6152 0.13
H -0.6919 0.5735 -2.3488 0.10
H 3.3257 3.1709 -0.3737 0.09
H -3.4286 -1.4788 1.5145 0.09
H -5.1730 1.2246 1.4504 0.12
H -3.4714 -3.1941 -4.2874 0.12
H -1.6780 -3.1584 0.6662 0.11
H -2.7404 3.5400 -1.2103 0.12
H -0.5490 -5.0140 -0.4825 0.13
H -4.3151 2.5538 -4.7072 0.11
H 0.9248 -2.3420 1.4423 0.07
H -2.2986 -0.7389 2.6569 0.08
H 0.3389 3.8488 -3.6972 0.12
H -0.7617 4.3540 -0.8819 0.11
H 4.6834 -1.4195 3.1576 0.12
H 2.5141 -1.6790 4.3807 0.10
H -4.0295 -0.4723 2.8309 0.09
H -1.2709 -4.0929 -3.5493 0.12
H -0.6699 -4.0295 1.8351 0.13
H 1.0169 -4.4988 0.1052 0.12
H 0.7161 -3.8027 -2.2387 0.12
H 0.8908 -2.3963 -1.2114 0.11
H -4.4398 -1.2490 -3.0409 0.11
H -2.9562 1.1822 -3.1699 0.09

3.
68
Properties=species:S:1:pos:R:3:nbo_charge:R:1 method="wB97M-V/def2-TZVPD" total_charge=0 orbital_gap_ev=6.7421 smiles="O=C1C(c2ccccc2)=CC(=Cc2ccccc2)C=C1c1ccccc1.CN(C)C(=O)[C@@H]1CCCN1" largest_force_ev_per_a=2.976 homo_energy_ev=-7.711 de_lowest_kcal_mol=0.0
O -0.8506 -2.5246 -0.9424 -0.65
O 3.0723 3.3641 1.8775 -0.57
N -2.4295 -3.8065 -1.9225 -0.44
N -0.3659 -1.0145 -3.0099 -0.64
C -0.7836 4.3641 0.8007 -0.22
C -0.0365 1.5897 1.5412 -0.18
C -1.4447 -1.9122 -3.2087 -0.12
C 2.7442 1.0134 1.6440 -0.13
C 0.8042 5.0390 2.5002 -0.20
C 4.1961 0.7542 1.6548 0.03
C -3.9608 0.2430 0.7228 -0.21
C 0.3709 -2.3043 -4.8472 -0.41
C -2.5803 0.0907 0.6776 -0.20
C -4.0631 -1.2605 2.6193 -0.22
C 6.4513 1.1493 2.5058 -0.22
C 5.0860 1.4433 2.5042 -0.19
C 2.2747 2.4201 1.7589 0.49
C -4.7115 -0.4176 1.7041 -0.20
C -1.3061 5.6590 0.7732 -0.22
C 0.8155 2.6567 1.6537 -0.13
C 0.2260 6.3102 2.5324 -0.21
C -3.5060 -4.0105 -2.8827 -0.41
C -2.6939 -1.4772 2.5347 -0.17
C -2.4488 -4.7097 -0.7896 -0.42
C -1.8994 -0.7452 1.6081 -0.09
C -0.4756 -0.8552 1.6213 -0.07
C 4.7286 -0.2295 0.7927 -0.21
C 0.2959 4.0356 1.6526 0.03
C 0.4108 0.2306 1.5154 -0.03
C 0.8049 -1.2792 -3.7699 -0.20
C -1.5492 -2.7714 -1.9228 0.68
C 6.9692 0.2022 1.6128 -0.21
C 1.8284 0.0072 1.4725 -0.15
C 6.1043 -0.4664 0.7375 -0.22
C -0.8205 6.6308 1.6578 -0.21
C -1.0869 -2.6684 -4.5112 -0.41
H 1.6028 -1.7062 -3.1360 0.16
H 1.0246 -3.1805 -4.8585 0.21
H 4.6962 2.2238 3.1541 0.23
H 1.6582 4.8048 3.1315 0.23
H -3.4297 -4.6710 -0.3022 0.19
H -2.1923 -2.1648 3.2183 0.21
H 0.4225 -1.8318 -5.8329 0.21
H -1.1820 3.5949 0.1324 0.21
H -1.6701 -4.4367 -0.0759 0.25
H 1.2295 -0.3701 -4.2189 0.18
H -0.0305 -1.8297 1.8208 0.22
H -4.4499 0.8840 -0.0139 0.22
H -2.0955 5.9055 0.0593 0.21
H -2.2930 -5.7437 -1.1210 0.19
H -1.1101 1.7784 1.5457 0.23
H -1.2455 7.6369 1.6600 0.21
H 8.0414 -0.0008 1.5913 0.21
H 2.1749 -1.0230 1.3636 0.22
H -3.5646 -3.1899 -3.6091 0.22
H -3.3694 -4.9564 -3.4296 0.20
H -1.9897 0.6210 -0.0706 0.22
H 7.1071 1.6691 3.2059 0.21
H -1.7307 -2.2374 -5.2836 0.21
H -0.3242 -0.3904 -2.2222 0.40
H 0.6016 7.0468 3.2444 0.21
H 4.0461 -0.7717 0.1332 0.21
H -4.6492 -1.7659 3.3884 0.22
H -2.4113 -1.3795 -3.3035 0.19
H -1.2786 -3.7417 -4.4470 0.22
H -5.7935 -0.2761 1.7449 0.22
H -4.4616 -4.0725 -2.3430 0.20
H 6.4961 -1.1754 0.0051 0.21

4.
72
Properties=species:S:1:pos:R:3:mulliken_spin:R:1 method="wB97M-V/def2-TZVPD" total_charge=+2 s2=2.0145 orbital_gap_ev="7.0150 / 7.1247" largest_force_ev_per_a=0.583 homo_energy_ev="-13.675 / -13.700" de_lowest_kcal_mol=0.0 spin_multiplicity=3
V 0.2540 0.8868 0.3007 2.03
O -0.6671 2.7186 0.1888 -0.01
O -0.5374 -0.8587 0.3488 -0.03
N 2.8847 1.1718 2.3975 -0.01
N 2.1310 0.9562 0.0920 -0.08
N 0.4914 1.0363 2.3867 -0.03
N 0.0661 0.7515 -1.7971 -0.09
N 2.4041 0.6953 -2.3115 -0.02
C -2.6866 -4.8733 -1.1530 0.00
C -0.0888 3.7440 -0.7006 0.02
C -1.8725 3.2377 0.8445 0.01
C -0.9213 -3.8002 -2.5242 0.00
C 6.6276 0.9446 -1.0699 0.00
C -0.4721 0.4526 -4.5069 0.01
C 1.6655 1.1503 3.0367 0.03
C -3.5075 -4.9855 -0.0256 0.00
C 2.8468 0.8381 -1.1206 0.05
C -4.4551 -6.1322 0.0971 0.00
C 0.5325 1.2114 5.1578 0.01
C -1.2040 0.7257 -2.2658 0.03
C -2.4864 -1.9804 2.0323 0.00
C 6.7676 1.0926 0.3115 0.00
C -1.7807 -3.8490 -1.2875 0.00
C -0.8302 5.0125 -0.3327 0.00
C -3.4105 -4.0272 0.9872 0.00
C -2.2121 4.4880 0.0600 0.00
C 4.2787 0.9088 -0.8210 0.00
C 5.6606 1.1503 1.1486 0.00
C 3.0762 1.0727 1.1399 0.03
C -0.6805 1.0796 4.4783 -0.01
C 4.4181 1.0557 0.5501 0.00
C -1.6985 -2.8668 -0.2467 0.00
C -2.5324 -2.9708 0.9081 0.00
C -0.7604 -1.8421 -0.4223 0.00
C -0.6476 0.9959 3.1115 0.03
C 5.3750 0.8500 -1.6621 0.00
C 1.0791 0.6426 -2.6766 0.04
C 1.7001 1.2436 4.4345 -0.01
C 0.8213 0.4830 -4.0475 0.00
C -1.5200 0.5822 -3.5905 -0.01
H -2.5536 0.5739 -3.9048 0.00
H -1.1676 -4.6341 -3.1764 0.00
H -3.8966 -7.0395 0.3412 0.00
H 2.6682 1.3356 4.9038 0.00
H -1.0758 -2.8812 -3.0929 0.00
H -0.1273 -1.8959 -1.3101 0.01
H -2.7660 -5.6183 -1.9347 0.00
H 1.6709 0.3981 -4.7086 0.00
H -4.0439 -4.1231 1.8602 0.00
H -0.2834 3.4254 -1.7261 0.00
H 7.7603 1.1631 0.7350 0.00
H 5.7595 1.2643 2.2190 0.00
H 0.5538 1.2839 6.2367 0.00
H -1.4711 -1.8287 2.3989 0.00
H -1.6244 1.0410 5.0019 0.00
H -4.9677 -6.3169 -0.8467 0.00
H -2.8604 -1.0096 1.6978 0.00
H -0.6762 0.3393 -5.5632 0.00
H -1.5691 0.8824 2.5486 -0.01
H 0.1405 -3.8790 -2.2844 0.00
H -3.1115 -2.3201 2.8545 0.00
H -1.9883 0.8305 -1.5223 -0.01
H -1.6142 3.4586 1.8808 0.00
H -0.8629 5.7066 -1.1696 0.00
H 0.9824 3.7706 -0.5113 -0.01
H 7.5145 0.9027 -1.6874 0.00
H -2.6323 2.4578 0.8059 0.00
H -2.8049 4.2463 -0.8227 0.00
H 5.2561 0.7363 -2.7305 0.00
H -2.7740 5.1937 0.6679 0.00
H -5.1922 -5.9683 0.8795 0.00
H -0.3517 5.5121 0.5095 0.00

Result set for E_tot: -5727.66451; -2193.09201; -1498.55028; -2606.49965 a.u., one per record in the order listed.